# C22H64N2O9

A 9-piece molecular cluster, C22H64N2O9 overall in a non-equilibrium geometry (ωB97M-V with the def2-TZVPD basis set, the OMol25 dataset).

Cartesian coordinates (Å):
1 C 5.67863 4.34825 -5.40132
2 O 5.77431 5.78402 -5.34346
3 C 6.60837 6.36724 -4.37469
4 C 7.20531 7.73478 -4.81651
5 C 8.02070 8.40660 -3.72156
6 N 6.18717 8.54509 -5.30166
7 H 6.63534 4.00820 -5.79776
8 H 4.81919 4.04571 -5.99960
9 H 5.61418 3.85491 -4.43149
10 H 6.11085 6.44141 -3.40769
11 H 7.33262 5.56529 -4.23174
12 H 7.75518 7.53439 -5.73608
13 H 8.85418 7.74873 -3.47538
14 H 7.61022 8.46312 -2.71339
15 H 8.51928 9.34109 -3.97895
16 H 5.61827 8.97246 -4.58486
17 H 5.51353 8.00240 -5.82299
18 C -3.68138 -4.14915 4.55352
19 O -4.00650 -5.05795 5.65508
20 C -3.25624 -6.22082 5.73083
21 C -3.68673 -7.16296 6.90787
22 C -2.96248 -8.38621 6.68635
23 N -5.10178 -7.49886 6.97477
24 H -3.15345 -4.56940 3.69749
25 H -3.13001 -3.39125 5.11001
26 H -4.58333 -3.67453 4.16709
27 H -3.39046 -6.75628 4.79096
28 H -2.18770 -6.03343 5.83673
29 H -3.44254 -6.77723 7.89766
30 H -3.33901 -8.87117 5.78572
31 H -2.97281 -9.02228 7.57145
32 H -1.89010 -8.20029 6.62688
33 H -5.13194 -8.26935 7.62709
34 H -5.58551 -6.69550 7.34989
35 C 0.08711 -0.67766 -0.67788
36 C 0.02001 0.79756 -1.16033
37 O -1.03930 1.56367 -0.53903
38 H -0.74212 -1.27507 -1.05680
39 H 0.17062 -0.62674 0.40773
40 H 0.99371 -1.08632 -1.12416
41 H -0.04906 0.96688 -2.23488
42 H 0.98158 1.19984 -0.84149
43 H -0.92788 1.81689 0.38025
44 C -7.97295 4.68000 3.60952
45 C -7.17705 3.47543 4.36456
46 O -6.08920 4.15396 4.86862
47 H -7.33047 5.17238 2.87953
48 H -8.38148 5.48832 4.21601
49 H -8.84520 4.31572 3.06675
50 H -6.85067 2.67255 3.70353
51 H -7.74255 2.88162 5.08268
52 H -5.43749 4.30141 4.17933
53 C 3.70951 -4.63136 -7.30884
54 C 2.93285 -3.76534 -6.30911
55 O 3.64340 -3.80451 -5.01709
56 H 2.88949 -4.82974 -7.99899
57 H 4.11672 -5.49202 -6.77824
58 H 4.44338 -4.05305 -7.87016
59 H 2.03713 -4.35075 -6.10154
60 H 2.50192 -2.79226 -6.54472
61 H 3.42882 -4.62217 -4.56214
62 C -0.01867 4.66775 6.95914
63 C 0.73260 4.56606 5.56202
64 O -0.11174 4.92545 4.57713
65 H -0.43721 5.66494 7.09528
66 H 0.66921 4.47819 7.78315
67 H -0.81007 3.92731 6.84278
68 H 0.99210 3.50856 5.51270
69 H 1.64056 5.16688 5.61435
70 H -0.28883 5.84709 4.77916
71 C -1.79827 -6.91076 -3.02297
72 C -1.53893 -8.37430 -3.41078
73 O -0.75266 -8.22881 -4.50443
74 H -0.93813 -6.40343 -2.58608
75 H -2.56977 -6.82468 -2.25781
76 H -2.32080 -6.35080 -3.79854
77 H -2.49559 -8.85423 -3.61713
78 H -1.11166 -8.93126 -2.57692
79 H -1.28897 -7.93306 -5.24369
80 C -7.98191 1.40292 -4.05928
81 C -6.70996 1.00444 -3.29263
82 O -5.69253 1.88864 -3.70315
83 H -7.76820 1.86244 -5.02432
84 H -8.45104 2.23904 -3.54071
85 H -8.70924 0.59362 -4.12343
86 H -6.33088 -0.00367 -3.46033
87 H -6.90058 1.01874 -2.21952
88 H -5.07375 1.86823 -2.96947
89 C 7.34765 0.36714 1.15429
90 C 6.11885 1.23820 1.49993
91 O 6.48903 2.20441 2.40902
92 H 8.01923 0.15930 1.98729
93 H 7.88387 0.74874 0.28542
94 H 7.02753 -0.64466 0.90552
95 H 5.36889 0.67780 2.05815
96 H 5.66111 1.77995 0.67223
97 H 6.42262 1.74720 3.25054

Values from the calculation:
E   -45252.135 eV
Maximum force   4.15 eV/A

***

# C22H64N4O9

A 8-piece molecular cluster, C22H64N4O9 overall in a non-equilibrium geometry (ωB97M-V with the def2-TZVPD basis set, the OMol25 dataset).

Cartesian coordinates (Å):
1 C 11.63580 12.47313 9.56891
2 O 12.49074 11.71568 10.45037
3 C 11.87882 10.52479 11.03755
4 C 12.77080 9.90145 12.20677
5 C 12.20662 8.59655 12.67829
6 N 12.71642 10.73863 13.35952
7 H 11.42016 11.97450 8.62394
8 H 12.02788 13.47536 9.39594
9 H 10.67152 12.67724 10.03429
10 H 10.85466 10.58968 11.40494
11 H 11.84616 9.79475 10.22880
12 H 13.82450 9.81171 11.94261
13 H 11.21698 8.67959 13.12756
14 H 12.76234 8.09174 13.46850
15 H 12.20364 7.88808 11.84994
16 H 13.06482 11.65059 13.10059
17 H 13.37598 10.44312 14.06505
18 C 11.35056 20.53284 11.20272
19 O 10.32009 20.19136 10.25097
20 C 10.75136 19.21199 9.27050
21 C 10.30803 17.80419 9.69682
22 C 10.70236 16.73123 8.66264
23 N 8.87254 17.67227 9.77246
24 H 12.23148 20.96127 10.72466
25 H 11.68632 19.66871 11.77600
26 H 10.92046 21.27402 11.87633
27 H 10.27402 19.49245 8.33157
28 H 11.83130 19.15059 9.13609
29 H 10.78700 17.59527 10.65340
30 H 11.78448 16.69888 8.53588
31 H 10.27908 16.81334 7.66154
32 H 10.51872 15.69277 8.93831
33 H 8.71473 16.85411 10.34326
34 H 8.54688 18.44508 10.33532
35 C 7.38176 7.80665 13.41354
36 O 7.35686 8.45134 14.66983
37 C 8.40664 9.48457 14.79853
38 C 8.31162 10.73976 13.90006
39 C 9.36330 11.81489 14.26179
40 N 7.06354 11.38044 14.17574
41 H 6.55978 7.09134 13.44176
42 H 8.29187 7.20691 13.40437
43 H 7.24172 8.38978 12.50335
44 H 8.42220 9.83379 15.83096
45 H 9.40239 9.04250 14.76446
46 H 8.37992 10.29040 12.90935
47 H 10.35064 11.38523 14.09242
48 H 9.34084 12.01916 15.33224
49 H 9.24616 12.76718 13.74455
50 H 7.12802 11.67875 15.13852
51 H 6.37246 10.64708 14.24427
52 C 12.12394 13.68491 16.28626
53 O 13.37846 13.65607 16.94876
54 C 14.02276 14.91442 17.00796
55 C 13.54124 15.79055 18.20349
56 N 13.66122 14.91376 19.38557
57 C 13.05026 15.49382 20.53544
58 C 12.83250 14.40224 21.63339
59 O 11.97842 13.37065 21.19428
60 C 11.70052 12.47251 22.22006
61 H 11.78104 12.65855 16.15546
62 H 12.08778 14.22237 15.33866
63 H 11.40914 14.17822 16.94489
64 H 13.98420 15.44494 16.05656
65 H 15.09694 14.78289 17.13810
66 H 12.49606 16.09038 18.12755
67 H 14.28556 16.57609 18.33403
68 H 13.19768 14.07715 19.06104
69 H 12.11790 16.01920 20.32865
70 H 13.72764 16.28292 20.86188
71 H 12.39448 14.85733 22.52172
72 H 13.76588 13.89614 21.87986
73 H 11.06684 12.92196 22.98462
74 H 12.65794 12.12792 22.61084
75 H 11.08164 11.66600 21.82684
76 C 10.57138 14.80105 12.22396
77 O 9.30291 15.33699 11.93041
78 H 10.66264 13.74535 11.96852
79 H 11.34510 15.26903 11.61531
80 H 10.81852 14.91465 13.27948
81 H 8.65836 14.62674 11.97195
82 C 5.98046 14.23709 11.94188
83 O 7.02966 13.32358 12.17795
84 H 5.03231 13.79166 12.24306
85 H 5.96912 15.20360 12.44570
86 H 6.02334 14.44377 10.87251
87 H 6.87802 12.70804 12.89886
88 C 8.42464 18.54364 13.50956
89 O 9.07452 17.34072 13.90504
90 H 8.06596 19.06516 14.39695
91 H 9.04286 19.18212 12.87848
92 H 7.59304 18.19214 12.89884
93 H 9.09356 16.69504 13.19488
94 C 11.59876 18.62528 15.85468
95 O 11.21382 17.27883 16.08055
96 H 10.91200 19.25458 16.42074
97 H 12.55548 18.83645 16.33241
98 H 11.61140 18.86295 14.79098
99 H 10.59872 16.98753 15.40349

Values from the calculation:
E   -48234.355 eV
Maximum force   2.74 eV/A

***

The calculation returns the following energy relative to the best compared isomer or geometry (same formula, charge and spin) values, one per record and in order: 534.5 45.4 kJ/mol.
The calculation returns the following lowest unoccupied orbital energy values, one per record and in order: 0.242 0.635 eV.
The calculation returns the following HOMO energy values, one per record and in order: -8.8 -8.5 eV.